[1]
This record from the OMol25 dataset describes an isolated molecule of C22H30ClN3O2. The level of theory is ωB97M-V with the def2-TZVPD basis set.

Structure (ORCA input):
```
! RIJCOSX wB97M-V def2-TZVPD def2/J DEFGRID3
* xyz 0 1
C -4.371 -2.053 -2.177
C -3.712 -1.374 -0.991
O -2.570 -0.654 -1.457
C -2.012 0.201 -0.595
O -2.423 0.363 0.525
C -0.844 0.949 -1.226
C -1.444 1.912 -2.282
C -2.570 2.735 -1.726
C -2.328 3.938 -1.074
C -3.362 4.673 -0.524
C -4.660 4.202 -0.629
Cl -5.960 5.113 0.058
C -4.929 3.014 -1.288
C -3.884 2.292 -1.833
C 0.115 -0.030 -1.913
C 0.808 -0.919 -0.883
N 1.562 -0.092 0.033
C 2.563 -0.809 0.808
C 3.613 0.173 1.331
C 1.987 -1.685 1.946
C 2.664 -3.057 2.037
N 4.080 -2.958 2.252
C 4.721 -2.669 3.401
C 6.066 -2.635 3.111
C 6.133 -2.915 1.740
N 4.927 -3.105 1.239
C 0.666 0.759 0.792
C -0.071 1.713 -0.147
H -4.698 -1.314 -2.903
H -3.668 -2.727 -2.661
H -5.233 -2.622 -1.839
H -3.384 -2.109 -0.247
H -4.392 -0.672 -0.496
H -0.645 2.563 -2.643
H -1.808 1.313 -3.118
H -1.318 4.312 -1.000
H -3.165 5.605 -0.018
H -5.945 2.661 -1.373
H -4.095 1.372 -2.357
H -0.428 -0.648 -2.629
H 0.876 0.542 -2.445
H 1.498 -1.595 -1.395
H 0.046 -1.535 -0.367
H 3.070 -1.469 0.094
H 3.900 0.852 0.533
H 3.238 0.757 2.168
H 4.497 -0.365 1.660
H 2.083 -1.165 2.901
H 0.924 -1.859 1.770
H 2.526 -3.601 1.100
H 2.219 -3.635 2.854
H 4.193 -2.519 4.321
H 6.877 -2.441 3.782
H 6.998 -2.988 1.112
H 1.252 1.346 1.499
H -0.079 0.180 1.361
H 0.658 2.362 -0.632
H -0.762 2.319 0.439
*
```

For the HOMO energy, the calculation gives -8.4 eV. For the lowest unoccupied orbital energy, the calculation gives 0.7 eV. As for the SMILES: CCOC(=O)C1(Cc2ccc(Cl)cc2)CCN([C@@H](C)CCn2cccn2)CC1. As for the energy above the lowest of the compared OMol25 structures with the same formula, charge and spin: 39.14 kJ/mol.

---

[2]
This record from the OMol25 dataset describes an isolated molecule of C22H30ClN5O2. The level of theory is ωB97M-V with the def2-TZVPD basis set.

Structure (ORCA input):
```
! RIJCOSX wB97M-V def2-TZVPD def2/J DEFGRID3
* xyz 0 1
C 3.390 4.015 0.124
C 3.313 2.950 -0.962
C 3.435 1.544 -0.375
N 2.419 1.273 0.630
C 1.115 1.035 0.045
C 0.068 0.839 1.133
N 0.426 -0.294 1.970
C -0.603 -0.596 2.961
C -1.714 -1.477 2.384
C -1.200 -2.870 2.026
N -0.248 -2.794 0.942
C -0.349 -3.556 -0.155
O -1.127 -4.476 -0.284
C 0.653 -3.177 -1.255
N 0.251 -1.930 -1.883
N -0.918 -1.456 -1.527
C -1.376 -0.350 -2.044
C -2.668 0.109 -1.527
C -3.056 1.445 -1.596
C -4.266 1.856 -1.070
C -5.100 0.927 -0.465
Cl -6.612 1.439 0.192
C -4.729 -0.407 -0.381
C -3.519 -0.810 -0.909
C -0.629 0.342 -3.043
C 0.583 -0.139 -3.402
C 1.128 -1.332 -2.788
O 2.226 -1.816 -2.989
C 1.729 -0.042 2.563
C 2.769 0.137 1.461
H 2.612 3.843 0.863
H 3.262 5.007 -0.301
H 4.354 3.975 0.626
H 4.124 3.089 -1.679
H 2.374 3.049 -1.508
H 4.408 1.462 0.117
H 3.404 0.796 -1.187
H 0.832 1.893 -0.567
H 1.141 0.141 -0.603
H -0.904 0.651 0.672
H -0.002 1.763 1.732
H -1.038 0.330 3.371
H -0.130 -1.133 3.787
H -2.504 -1.571 3.131
H -2.142 -1.013 1.495
H -0.722 -3.325 2.902
H -2.017 -3.521 1.703
H 0.335 -1.958 0.983
H 1.666 -3.058 -0.859
H 0.671 -3.967 -2.012
H -2.406 2.181 -2.044
H -4.563 2.891 -1.123
H -5.385 -1.121 0.092
H -3.216 -1.844 -0.856
H -1.039 1.221 -3.516
H 1.195 0.337 -4.153
H 2.006 -0.898 3.184
H 1.717 0.863 3.191
H 3.744 0.322 1.916
H 2.833 -0.794 0.867
*
```

For the HOMO energy, the calculation gives -8.6 eV. For the lowest unoccupied orbital energy, the calculation gives -0.2 eV. As for the SMILES: CCCN1CCN(CCCNC(=O)Cn2nc(-c3ccc(Cl)cc3)ccc2=O)CC1. As for the energy above the lowest of the compared OMol25 structures with the same formula, charge and spin: 0.00 kJ/mol.

---

[3]
This record from the OMol25 dataset describes a structure of composition C22H30CoN6OPS at a distorted geometry. The level of theory is ωB97M-V with the def2-TZVPD basis set.

Structure (ORCA input):
```
! RIJCOSX wB97M-V def2-TZVPD def2/J DEFGRID3
* xyz 2 5
Co -1.256 0.931 -0.639
N 0.868 2.449 0.825
P 0.998 0.914 0.086
C 2.738 0.935 -0.471
C 3.703 0.977 0.536
C 5.038 1.023 0.186
C 5.404 1.023 -1.152
C 4.442 0.984 -2.148
C 3.097 0.940 -1.812
C 1.047 -0.299 1.425
C 1.437 -1.582 1.041
C 1.425 -2.610 1.961
C 0.995 -2.369 3.260
C 0.607 -1.093 3.644
C 0.626 -0.056 2.727
C 0.020 3.406 0.324
C 0.178 4.753 0.683
C -0.753 5.677 0.265
C -1.807 5.254 -0.545
C -1.857 3.930 -0.916
N -0.978 3.013 -0.486
H 1.664 2.801 1.354
H 3.403 0.960 1.577
H 5.790 1.054 0.958
H 6.447 1.061 -1.416
H 4.737 0.988 -3.185
H 2.335 0.905 -2.579
H 1.767 -1.753 0.023
H 1.751 -3.597 1.669
H 0.953 -3.188 3.960
H 0.287 -0.908 4.658
H 0.315 0.939 3.010
H 1.032 5.041 1.276
H -0.665 6.713 0.558
H -2.564 5.938 -0.891
H -2.621 3.578 -1.595
N -3.786 -0.433 -1.270
N -3.105 0.613 -1.993
H -4.544 -0.837 -1.825
H -4.185 -0.039 -0.420
H -3.732 1.388 -2.247
H -2.792 0.195 -2.875
C -2.601 1.271 2.008
O -2.015 0.614 0.958
H -1.846 1.612 2.726
H -3.283 0.600 2.546
H -3.159 2.157 1.673
S -0.334 -0.781 -2.247
C -0.775 -2.354 -1.704
N -1.783 -2.520 -0.869
C -2.195 -3.833 -0.411
C -0.976 -4.746 -0.383
C -0.309 -4.748 -1.754
N -0.064 -3.374 -2.155
H -2.366 -1.713 -0.643
H -2.959 -4.242 -1.078
H -2.630 -3.735 0.584
H -1.265 -5.757 -0.106
H -0.270 -4.370 0.359
H -0.941 -5.247 -2.496
H 0.648 -5.274 -1.725
H 0.667 -3.180 -2.824
*
```

For the HOMO energy (spin up / spin down), the calculation gives -14.1 / -14.3 eV. For the lowest unoccupied orbital energy (spin up / spin down), the calculation gives -5.0 / -7.9 eV. As for the energy above the lowest of the compared OMol25 structures with the same formula, charge and spin: 0.00 kJ/mol.

---

[4]
This record from the OMol25 dataset describes a cluster of 3 separate species, C22H30F13N4O2 in total. The level of theory is ωB97M-V with the def2-TZVPD basis set.

Structure (ORCA input):
```
! RIJCOSX wB97M-V def2-TZVPD def2/J DEFGRID3
* xyz 1 1
C 4.170 -1.186 -1.253
C 3.602 0.073 -1.899
C 3.794 1.318 -0.998
C 2.524 2.103 -0.713
N 1.660 1.512 0.350
N 2.048 0.326 0.776
C 1.347 -0.244 1.732
C 0.227 0.368 2.301
C -0.172 1.598 1.814
C 0.585 2.185 0.788
C 0.180 3.515 0.217
C -0.585 3.407 -1.112
C -2.003 2.844 -0.984
F -2.846 3.680 -1.642
F -2.399 2.803 0.308
C -2.154 1.447 -1.644
F -0.982 0.778 -1.427
F -2.292 1.582 -2.961
C -3.250 0.491 -1.091
F -3.107 -0.660 -1.766
F -2.999 0.232 0.208
C -4.711 0.966 -1.225
F -4.875 2.160 -0.626
F -4.963 1.136 -2.530
C -5.784 -0.009 -0.625
F -5.363 -1.274 -0.608
F -6.861 0.058 -1.421
C -6.275 0.381 0.809
F -6.836 -0.694 1.344
F -7.182 1.328 0.753
F -5.274 0.749 1.591
H 5.256 -1.131 -1.169
H 3.881 -2.079 -1.813
H 3.798 -1.313 -0.236
H 4.162 0.232 -2.819
H 2.546 -0.066 -2.125
H 4.431 2.027 -1.532
H 4.342 1.074 -0.090
H 2.804 3.104 -0.394
H 1.952 2.159 -1.636
H 1.687 -1.216 2.057
H -0.311 -0.121 3.113
H -1.029 2.111 2.220
H -0.386 4.044 0.977
H 1.058 4.132 0.029
H 0.003 2.834 -1.822
H -0.672 4.408 -1.527
C -0.653 -1.246 5.731
O -1.016 -0.422 4.896
N -0.589 -1.013 7.042
C -0.158 -2.028 7.988
C -0.968 0.302 7.539
H -0.353 -2.268 5.452
H -0.953 -2.234 8.704
H 0.726 -1.686 8.527
H 0.087 -2.948 7.461
H -2.001 0.520 7.272
H -0.332 1.068 7.095
H -0.861 0.323 8.620
C 3.360 -2.947 -4.358
O 2.646 -2.723 -3.394
N 2.927 -3.408 -5.540
C 3.828 -3.656 -6.650
C 1.505 -3.667 -5.707
H 4.451 -2.784 -4.328
H 3.549 -3.041 -7.507
H 3.785 -4.707 -6.942
H 4.848 -3.414 -6.361
H 0.935 -2.753 -5.544
H 1.171 -4.410 -4.983
H 1.322 -4.034 -6.714
*
```

For the HOMO energy, the calculation gives -11.2 eV. For the lowest unoccupied orbital energy, the calculation gives -3.8 eV.

---

- What is the formula in the first record?
  C22H30ClN3O2